Formula: C34H30BBiF6N7O6S4
Source: OMol25
Level of theory: the ωB97M-V functional and the def2-TZVPD basis

Each line ends with the Mulliken charge.
Geometry (Å):
Bi: -4.066 -18.694 7.312  1.2308
C: -3.837 -18.415 3.633  -0.7902
N: -3.039 -17.941 4.776  1.6189
C: -2.917 -16.478 4.563  -0.6787
C: -1.789 -15.813 5.293  0.0455
C: -0.736 -15.263 4.553  -0.8575
C: 0.357 -14.847 5.300  -0.4383
C: 0.288 -14.956 6.674  -1.0261
C: -0.921 -15.287 7.276  -0.2342
N: -1.975 -15.647 6.590  0.0660
C: -1.772 -18.717 4.818  -1.6543
C: -0.919 -18.759 6.118  0.6096
C: 0.461 -18.828 6.097  -1.1232
C: 1.157 -18.974 7.331  -0.6345
C: 0.443 -19.260 8.471  -1.1146
C: -0.957 -19.249 8.422  -0.2649
N: -1.611 -18.958 7.243  0.7871
C: -5.091 -17.650 3.455  0.4029
C: -6.249 -17.958 4.228  -0.1609
C: -7.431 -17.271 4.001  -0.5767
C: -7.457 -16.453 2.830  -0.5170
C: -6.294 -16.292 2.058  -0.3657
N: -5.173 -16.945 2.292  -0.5465
H: -4.135 -19.446 3.753  0.0625
H: -3.241 -18.265 2.739  0.5052
H: -3.854 -16.036 4.936  0.2397
H: -2.738 -16.327 3.473  0.4031
H: -0.749 -15.323 3.456  0.4269
H: 1.172 -14.422 4.731  0.4454
H: 1.137 -14.727 7.297  0.4627
H: -1.023 -15.387 8.367  0.5278
H: -1.180 -18.248 4.006  0.4394
H: -1.946 -19.766 4.554  0.7052
H: 0.992 -18.832 5.179  0.5835
H: 2.253 -18.885 7.218  0.3746
H: 0.974 -19.558 9.400  0.4707
H: -1.528 -19.485 9.320  0.4527
H: -6.171 -18.674 5.069  0.3594
H: -8.299 -17.376 4.693  0.4461
H: -8.335 -15.887 2.674  0.4107
H: -6.215 -15.616 1.213  0.3941
F: -2.150 -21.848 5.287  -0.2114
C: -3.314 -22.390 4.785  0.6033
F: -3.608 -21.757 3.635  -0.2159
F: -3.071 -23.696 4.486  -0.2349
S: -4.608 -22.012 6.066  1.0217
O: -4.742 -20.592 5.839  -0.6273
O: -5.868 -22.785 5.968  -0.6583
N: -3.763 -22.469 7.314  -0.5871
S: -3.583 -21.857 8.771  1.1739
O: -2.332 -22.291 9.377  -0.7272
O: -3.965 -20.432 8.802  -0.6744
C: -4.948 -22.566 9.827  0.5797
F: -4.723 -22.211 11.084  -0.1980
F: -6.079 -21.889 9.437  -0.1883
F: -5.171 -23.875 9.743  -0.2071
S: -4.565 -16.188 8.362  -0.2633
C: -6.292 -16.251 8.760  0.2230
C: -6.813 -15.142 9.381  -0.1744
N: -7.177 -14.233 10.000  -0.7701
C: -7.163 -17.223 8.273  0.5716
S: -6.690 -18.803 7.851  -0.5122
C: -8.626 -17.114 8.313  -0.2544
N: -9.788 -17.225 8.247  -0.6788
C: -0.748 -15.548 15.964  -2.0283
C: -1.960 -16.420 15.623  2.1669
C: -1.911 -17.807 16.248  -1.6937
C: -3.209 -15.696 16.161  -1.7246
C: -2.000 -16.670 14.123  0.4946
C: -0.843 -16.750 13.365  -0.1224
C: -0.715 -16.983 11.980  -1.7492
C: -1.927 -16.918 11.372  0.7227
O: -2.237 -16.835 9.964  0.0479
B: -3.656 -16.607 9.912  0.9505
O: -4.202 -16.735 11.177  -0.5196
C: -3.151 -16.900 12.110  0.3661
C: -3.253 -16.743 13.459  -0.9235
H: -1.022 -15.171 16.948  0.5705
H: -0.649 -14.666 15.326  0.3663
H: 0.127 -16.185 16.212  0.3900
H: -1.742 -17.791 17.301  0.4359
H: -1.066 -18.332 15.795  0.4262
H: -2.861 -18.363 16.039  0.3198
H: -3.109 -15.306 17.231  0.3387
H: -4.151 -16.220 16.043  0.3000
H: -3.343 -14.780 15.603  0.5101
H: 0.075 -16.561 13.956  0.2495
H: 0.277 -17.149 11.504  0.4102
H: -4.319 -16.717 13.881  0.2187

As for the charge: -1. Its HOMO energy (alpha / beta) is -0.1043 / -0.0727 Eh. As for the HOMO-LUMO gap (alpha / beta): 4.63 / 3.77 eV.

=====

Formula: C4H14N3O
Source: OMol25
Level of theory: the ωB97M-V functional and the def2-TZVPD basis

Each line ends with the natural charge from an NBO analysis.
Geometry (Å):
C: -0.514 -1.389 -0.521  -0.2108
C: 0.311 -0.087 -0.484  -0.4625
C: 1.411 0.012 0.546  0.1916
C: 2.020 -1.024 1.117  -0.2295
N: 3.285 -0.792 1.879  -1.0864
N: 1.838 1.343 0.915  -0.8830
N: -1.914 -1.074 -0.350  -0.8416
H: -0.195 -2.052 0.288  0.1903
H: -0.259 -1.950 -1.429  0.1674
H: -0.385 0.731 -0.273  0.2266
H: 0.781 0.140 -1.445  0.2215
H: 1.762 -2.047 1.188  0.2226
H: 3.948 -0.205 1.318  0.3563
H: 3.144 -0.294 2.767  0.3779
H: 3.733 -1.716 2.092  0.2742
H: 1.943 1.947 0.123  0.3789
H: 1.242 1.662 1.670  0.3836
H: -2.285 -0.512 -1.103  0.3562
H: -2.546 -1.855 -0.237  0.3665
H: -5.972 2.543 -3.265  0.4703
H: -5.944 3.503 -2.050  0.4715
O: -5.403 3.116 -2.747  -0.9418

Its expectation value of S² is 0.75. The calculation puts the relative energy (zero: lowest compared OMol25 entry of this formula, charge and spin) at 53.7 kcal per mole. Its HOMO energy (alpha / beta) is -0.1228 / -0.3448 Eh. As for the HOMO-LUMO gap (alpha / beta): 4.12 / 10.13 eV. The spin multiplicity is 2.

=====

Formula: C5H13BN
Source: OMol25
Level of theory: the ωB97M-V functional and the def2-TZVPD basis

Each line ends with the natural charge from an NBO analysis.
Geometry (Å):
B: -1.400 -0.060 -0.011  0.8380
C: -1.050 -1.557 -0.139  -0.6707
C: -0.093 0.827 0.151  -0.5745
C: 0.955 -1.241 -0.182  -0.2200
C: -2.708 0.613 -0.386  -1.0219
C: 2.469 0.702 0.395  -0.3854
N: 1.094 0.014 0.527  -0.3688
H: -1.084 -2.294 0.681  0.2751
H: -1.349 -1.881 -1.089  0.2528
H: 0.154 1.349 -0.772  0.2619
H: -0.112 1.742 0.839  0.2576
H: 1.567 -1.975 0.225  0.2171
H: 1.135 -1.082 -1.190  0.2069
H: -2.710 1.717 -0.398  0.2472
H: -3.541 0.340 0.270  0.2802
H: -2.927 0.317 -1.418  0.2758
H: 2.943 0.506 1.285  0.2205
H: 3.016 0.153 -0.339  0.2334
H: 2.340 1.739 0.215  0.2354
H: 1.030 -0.054 1.620  0.4395

The calculation puts the relative energy (zero: lowest compared OMol25 entry of this formula, charge and spin) at 25.8 kcal per mole. As for the charge: +1. Its HOMO energy is -0.5331 Eh. As for the HOMO-LUMO gap: 11.18 eV.